[1]
Density functional theory data (the ωB97M-V functional and the def2-TZVPD basis) for a single C7H14ClNO3Si molecule at a distorted geometry.

Cartesian coordinates (Å):
C  0.46502  -2.42051  -0.59309
C  -0.70420  -3.10851  0.12510
C  -3.89775  1.85265  -0.65248
C  1.98524  0.16261  2.43167
C  1.85583  0.19836  -1.43987
C  2.59096  1.51737  -1.16316
C  -3.00801  0.94381  0.19475
N  -1.83282  0.78606  -0.32551
O  1.15350  -2.97498  -1.40705
O  -0.82375  0.01678  0.29750
O  1.53412  -0.78729  1.44493
Si  0.90263  -0.66229  0.01016
Cl  1.51237  2.54801  -0.07032
H  -0.80561  -4.08323  -0.23960
H  -0.37599  -3.13638  1.21678
H  -1.57249  -2.39862  -0.16269
H  -4.04379  1.43795  -1.63835
H  -3.30427  2.84792  -0.64492
H  -4.87123  1.95192  -0.06222
H  3.01657  0.31098  2.45321
H  1.62168  0.01324  3.41650
H  1.55757  1.07597  2.08486
H  2.64214  -0.53655  -1.66815
H  1.32916  0.31923  -2.32859
H  3.46936  1.35016  -0.45845
H  2.91409  2.10019  -1.98765
H  -3.31032  0.67517  1.16664

Its SMILES is C/C=N/O[Si@@](CCCl)(OC)C(C)=O. The HOMO energy comes out at -8.76 eV. For the HOMO-LUMO gap, the calculation gives 9.473 eV. As for the total energy: -1305.22320 a.u. The calculation puts the LUMO energy at 0.71 eV. The value obtained for the maximum force is 5.05 eV Å⁻¹.

[2]
Density functional theory data (the ωB97M-V functional and the def2-TZVPD basis) for a molecular structure, C7H14EuO4 at a distorted geometry.

Cartesian coordinates (Å):
C  -0.99025  -2.27030  1.92960
O  -1.14536  -1.27972  2.89404
C  -0.08312  -1.89141  0.75483
O  -0.59250  -0.80723  0.00310
C  -0.00636  0.49434  0.26898
C  -0.98355  1.56900  -0.09818
O  -1.84323  1.81326  1.05717
C  -2.84765  2.79125  0.89586
Eu  -0.85694  0.55479  2.56428
H  -1.97333  -2.56526  1.50459
H  -0.55225  -3.19060  2.36843
H  -0.00500  -2.75507  0.07286
H  0.93318  -1.66467  1.12765
H  -1.65427  1.29832  -0.93241
H  -0.46919  2.51534  -0.32328
H  -3.35895  2.90671  1.85737
H  -2.39863  3.75172  0.59928
H  -3.56840  2.46785  0.13029
H  1.03164  0.69544  -0.03599
C  3.03573  1.47348  -3.13933
O  2.37841  0.21890  -2.87234
C  1.08531  0.09471  -2.89850
H  3.68611  1.32615  -4.00934
H  2.28839  2.25572  -3.33809
H  3.64062  1.72705  -2.26067
H  0.67166  0.98232  -3.44319

The HOMO energy (spin up / spin down) comes out at -5.78 / -6.20 eV. Its expectation value of S² is 15.762. For the HOMO-LUMO gap (spin up / spin down), the calculation gives 5.803 / 6.001 eV. Its spin multiplicity is 8. As for the total energy: -1286.11634 a.u. The calculation puts the LUMO energy (spin up / spin down) at 0.03 / -0.20 eV. The value obtained for the maximum force is 6.17 eV Å⁻¹.

[3]
Density functional theory data (the ωB97M-V functional and the def2-TZVPD basis) for a molecular structure, C7H14FO5STl2 at a distorted geometry.

Cartesian coordinates (Å):
Tl  21.75585  -16.51559  17.76590
Tl  21.67235  -14.02215  21.68761
F  23.11947  -16.18508  20.39167
O  24.00867  -18.41610  18.02564
C  24.96773  -18.69052  18.74201
O  26.22091  -19.06451  18.20202
C  27.10303  -19.17912  19.22007
C  26.42207  -19.41598  20.58525
C  25.10655  -18.58606  20.18709
H  27.72838  -18.28639  19.22945
H  27.78490  -20.02582  19.14097
H  26.90902  -18.84933  21.37890
H  26.20497  -20.42437  20.93757
H  25.23977  -17.52305  20.38798
H  24.20425  -18.86035  20.73364
O  19.01448  -17.74671  24.56854
S  20.02850  -17.72929  23.49335
O  20.77574  -16.57633  23.08303
O  21.19002  -18.87712  23.89038
C  22.40726  -18.91122  23.10472
C  23.61546  -19.24106  23.87483
C  19.26196  -18.57459  22.03042
H  22.57556  -18.00687  22.51997
H  22.21873  -19.64611  22.32210
H  23.72567  -20.32340  23.94187
H  23.33401  -18.95685  24.88878
H  24.48798  -18.65603  23.58407
H  20.04341  -18.81680  21.31016
H  18.51377  -18.03401  21.45069
H  18.84352  -19.54545  22.29579

The HOMO energy comes out at -26.95 eV. For the HOMO-LUMO gap, the calculation gives 2.855 eV. As for the total energy: -1491.32729 a.u. The calculation puts the LUMO energy at -24.09 eV. The value obtained for the maximum force is 4.38 eV Å⁻¹. The charge is +5.

[4]
Density functional theory data (the ωB97M-V functional and the def2-TZVPD basis) for 2 unconnected molecules or ions with the total composition C7H14I2 at a distorted geometry.

Cartesian coordinates (Å):
C  -1.44366  -2.68216  -0.90218
C  0.70130  2.17547  -1.19146
C  1.51187  2.01364  1.18539
C  -0.61858  -0.56074  1.54941
C  -0.30151  -1.77990  -0.64747
C  1.24614  1.26007  -0.13887
C  -0.74467  -0.56791  0.06563
I  2.89865  0.00136  -0.72387
I  -2.31639  0.46211  -0.80560
H  -0.98780  -3.63104  -1.29142
H  -2.21126  -2.17286  -1.53582
H  -2.05012  -3.01341  -0.01085
H  1.25545  2.57334  -2.00303
H  0.24349  3.03107  -0.71200
H  -0.22464  1.70049  -1.77225
H  1.77243  1.34792  1.95228
H  2.17225  2.87970  1.30166
H  0.61047  2.46944  1.54223
H  0.12623  -1.15906  2.06432
H  -1.57923  -0.95301  1.86040
H  -0.61682  0.47409  1.94842
H  0.09698  -1.58971  -1.67558
H  0.45943  -2.27893  -0.05936

The HOMO energy (spin up / spin down) comes out at -7.53 / -7.92 eV. For the HOMO-LUMO gap (spin up / spin down), the calculation gives 7.416 / 8.137 eV. As for the total energy: -870.34958 a.u. The calculation puts the LUMO energy (spin up / spin down) at -0.11 / 0.22 eV. The value obtained for the maximum force is 3.57 eV Å⁻¹.

[5]
Density functional theory data (the ωB97M-V functional and the def2-TZVPD basis) for 3 unconnected molecules or ions with the total composition C7H14I2 at a distorted geometry.

Cartesian coordinates (Å):
C  -1.38989  1.40987  0.66195
C  -2.80205  -0.61233  0.15124
C  0.43235  -2.22524  -1.54678
C  -0.07090  -3.33806  0.69413
C  -1.71824  0.20242  -0.18290
C  0.67102  -0.93531  0.52750
C  0.41593  -2.11743  -0.09738
I  0.89595  -0.66805  2.54573
I  3.54376  4.59099  1.73348
H  -1.30890  1.05214  1.70250
H  -2.33164  2.10210  0.75581
H  -0.57347  1.92370  0.25600
H  -3.19671  -0.40195  1.19747
H  -3.58593  -0.43901  -0.60093
H  -2.53692  -1.71433  -0.00790
H  0.56793  -3.27073  -1.78069
H  1.12509  -1.71200  -2.12437
H  -0.55597  -2.03034  -2.10064
H  -0.73102  -3.91636  -0.08322
H  0.77501  -4.03819  0.99314
H  -0.55749  -2.91330  1.57416
H  -1.03200  0.15333  -1.04625
H  0.83775  -0.11638  -0.19377

The HOMO energy (spin up / spin down) comes out at -5.64 / -5.61 eV. For the HOMO-LUMO gap (spin up / spin down), the calculation gives 2.059 / 2.014 eV. As for the total energy: -870.29212 a.u. The calculation puts the LUMO energy (spin up / spin down) at -3.58 / -3.60 eV. The value obtained for the maximum force is 4.43 eV Å⁻¹.

[6]
Density functional theory data (the ωB97M-V functional and the def2-TZVPD basis) for a molecular structure, C7H14LuO4 at a distorted geometry.

Cartesian coordinates (Å):
O  2.50076  -4.33180  3.89677
C  2.63349  -3.07629  3.72754
C  2.47828  -2.48379  2.35173
O  1.21782  -2.82698  1.87630
C  1.12763  -2.81272  0.47727
H  3.61298  -2.73551  4.13556
H  3.36933  -2.68739  1.72806
H  2.63261  -1.39124  2.44888
H  0.11197  -3.12522  0.21266
H  1.37954  -1.81365  0.08369
H  1.87360  -3.45272  -0.02171
H  1.26110  -2.21720  4.49762
O  -2.87001  -0.07230  4.89069
C  -2.26046  -0.88888  3.90415
C  -1.47143  -1.84674  4.88447
O  -0.49260  -0.99412  5.52294
C  0.68889  -1.62017  5.92383
C  -1.44228  0.61362  -0.50140
Lu  -1.80711  0.61364  6.30538
H  -3.03988  -1.12162  3.12904
H  -1.89463  -1.00229  2.83981
H  -0.92256  -2.55746  4.25188
H  -2.08963  -2.57025  5.43409
H  0.34213  -2.38407  6.63769
H  -1.78406  -0.33785  -0.08259
H  -0.81155  1.49985  -0.46980

The HOMO energy (spin up / spin down) comes out at -13.85 / -15.11 eV. Its expectation value of S² is 1.760. For the HOMO-LUMO gap (spin up / spin down), the calculation gives 3.008 / 4.274 eV. Its spin multiplicity is 2. As for the total energy: -1810.37511 a.u. The calculation puts the LUMO energy (spin up / spin down) at -10.84 / -10.84 eV. The value obtained for the maximum force is 7.06 eV Å⁻¹. The charge is +2.

Which formula does entry 2 have? C7H14EuO4